The following is a DFT calculation (ωB97M-V with the def2-TZVPD basis set) of a molecular structure, C20H33Br14IN3OS.

```
73
Properties=species:S:1:pos:R:3:forces:R:3:mulliken_charge:R:1
I 3.079 -5.513 2.517 0.1 0.1 0.1 -0.0065
Br -0.652 -0.749 -5.549 -0.2 0.0 -0.1 -0.0673
Br 1.442 -0.577 6.008 0.1 0.0 0.1 -0.1137
Br -4.376 3.615 9.324 0.0 0.1 0.0 -0.1377
Br 0.489 2.354 -7.235 0.1 -0.2 -0.2 -0.1280
Br -2.865 -0.079 -2.159 0.1 0.0 0.0 -0.1268
Br 1.454 -0.516 0.201 -0.1 1.4 -2.4 0.0763
Br -2.268 4.308 6.384 0.1 -0.1 0.0 -0.1257
Br 1.964 -3.895 -4.980 0.0 0.1 0.1 -0.0859
Br 3.582 0.147 -2.750 0.0 -0.1 0.0 -0.1556
Br -1.970 0.565 5.271 0.0 -0.1 0.0 -0.1252
Br 2.019 4.221 -1.682 0.0 -0.1 0.1 -0.1501
Br 1.388 -4.032 -1.344 -0.1 -0.1 0.0 -0.1225
Br -4.680 0.869 -5.217 0.0 -0.1 0.1 -0.1176
Br -0.469 2.642 -3.840 -0.2 0.1 0.2 0.0056
S -1.961 -5.013 1.569 -0.2 -0.3 0.6 -0.2419
O 4.408 -3.240 3.956 -0.5 -0.6 -0.5 -0.4206
N 0.888 -2.859 2.027 -0.2 0.5 0.5 0.4589
N -1.484 -2.466 2.489 0.9 -0.8 0.5 -0.4942
N 0.280 -0.985 2.894 0.6 2.0 0.9 0.5146
C -1.719 -3.657 2.249 -0.3 0.5 -1.3 0.6055
C 2.889 -4.705 -2.395 0.2 0.0 0.2 -0.5971
C -1.022 0.493 6.976 -0.2 0.2 0.0 -0.5455
C 0.646 4.201 -4.192 -0.2 -0.2 0.0 -0.5424
C -0.138 -2.136 2.455 -2.0 -0.3 0.2 0.2348
C 1.984 -2.065 2.211 2.9 -0.1 0.5 0.0550
C -4.865 4.345 7.587 -0.1 -0.2 0.2 -0.5486
C 1.657 -0.866 2.756 -1.1 -2.3 0.4 -1.2997
C 3.236 -3.762 -3.516 -0.1 -0.1 -0.3 -0.2197
C 0.421 0.875 6.811 0.1 -0.1 0.1 -0.5618
C -4.105 3.670 6.478 0.1 0.2 -0.2 -0.5778
C 0.978 0.229 -1.551 -0.1 -0.2 0.0 0.3405
C 3.396 -2.467 1.913 -0.3 -0.7 0.2 -0.2948
C 0.073 -0.486 -7.338 0.1 -0.2 0.2 -0.5597
C 1.180 0.536 -7.353 -0.1 0.2 -0.2 -0.5524
C 1.729 -0.458 -2.660 0.0 0.3 -0.2 0.6973
C 3.796 -3.511 2.980 0.6 0.9 0.0 0.1438
C -4.194 1.318 -2.436 0.0 0.0 0.2 -0.5542
C 2.016 3.995 -3.614 0.2 0.2 0.1 -0.4467
C -5.283 0.861 -3.368 0.0 0.1 -0.3 -0.5882
H -1.157 -0.509 7.369 0.0 0.0 0.0 0.4410
H 0.887 1.056 7.777 -0.1 0.0 0.0 0.3737
H -4.691 5.414 7.632 0.0 0.0 0.0 0.3865
H -1.534 1.206 7.619 0.0 0.1 -0.1 0.2931
H -3.661 2.191 -2.801 0.0 0.0 -0.1 0.3084
H -4.060 2.591 6.592 0.0 0.0 0.0 0.2904
H 3.501 -2.861 0.902 -0.1 -0.1 0.1 0.1627
H -0.092 0.059 -1.656 0.0 0.0 0.0 -0.2428
H 1.883 0.413 -6.536 0.0 -0.1 0.0 0.2777
H -4.541 3.912 5.511 0.0 0.0 0.0 0.3711
H 0.453 -1.460 -7.636 0.1 0.0 0.0 0.3217
H 4.200 -4.024 -3.946 0.0 0.0 0.1 0.4298
H -0.330 -0.289 3.309 -0.1 -0.1 0.1 -0.0856
H 1.716 0.498 -8.299 0.0 0.0 0.0 0.3812
H 1.167 1.298 -1.501 0.0 0.0 0.0 0.0724
H -6.124 1.551 -3.336 0.0 0.0 0.1 0.3525
H 2.404 3.000 -3.813 0.0 0.0 0.0 0.1549
H 2.610 -5.696 -2.738 0.0 0.0 -0.1 0.4079
H 2.718 4.736 -3.990 -0.1 0.0 0.0 0.4058
H 3.252 -2.721 -3.206 0.1 -0.1 0.0 -0.0901
H 0.699 4.288 -5.273 0.0 -0.1 0.0 0.1988
H 4.044 -1.599 2.016 0.0 0.0 0.1 0.4447
H -4.597 1.530 -1.448 0.0 0.0 0.0 0.3523
H 2.322 -0.073 3.030 -0.4 0.3 0.1 0.5145
H 0.858 -3.805 1.667 0.2 0.0 -0.1 0.2551
H -0.762 -0.213 -7.976 0.0 0.1 0.0 0.3883
H -5.932 4.157 7.487 0.0 0.0 -0.1 0.3494
H -5.631 -0.143 -3.152 0.0 0.0 0.1 0.3678
H 3.717 -4.786 -1.694 0.0 0.0 0.0 0.3613
H 0.558 1.746 6.178 -0.1 0.0 0.0 0.3472
H 1.756 -1.538 -2.552 -0.1 0.1 0.1 -0.3456
H 0.130 5.065 -3.787 0.1 0.0 0.1 0.3946
H 1.296 -0.203 -3.625 0.0 0.0 0.1 -0.2650
```
Positions in Å, forces in eV/Å.

Kohn-Sham gap, eV: 8.08
Molar mass, g mol⁻¹: 1609.13
Total charge: +1
Multiplicity: 1
DFT total energy, a.u.: -37753.2563
E_HOMO, eV: -11.3
E_LUMO, Eh: -0.11971